# 1
{
  "formula": "H22O11",
  "method": "ωB97M-V/def2-TZVPD",
  "relative_energy_kj_mol": 185.9,
  "orbital_gap_ev": 10.3,
  "lumo_ev": -0.112,
  "smiles": "O.O.O.O.O.O.O.O.O.O.O",
  "total_energy_ev": -22879.5868,
  "species": ["O", "H", "O", "H", "H", "H", "H", "O", "O", "O", "H", "H", "H", "O", "H", "H", "H", "O", "H", "O", "H", "H", "O", "H", "O", "H", "O", "H", "H", "H", "H", "H", "H"],
  "xyz": [[-6.9917, -4.7031, 2.2885], [-6.4135, -3.9733, 2.4444], [-0.9924, -2.0179, 3.7045], [-5.8528, -0.1819, 3.9881], [-5.5378, -5.1103, -0.3516], [-0.6401, -1.5339, 4.4747], [-3.7714, 0.9609, 2.5116], [-3.9966, 0.2037, 2.0083], [-5.3216, -2.0020, -0.3978], [-6.4704, -0.0134, 4.6713], [-1.9311, -1.9674, 3.7362], [-3.2312, -4.6060, 4.5123], [-3.0011, -5.3952, 2.3975], [-4.0587, -4.4744, 4.8657], [-3.3938, -1.6738, 5.5649], [-4.5403, -2.0279, 3.3455], [-3.7072, -0.3346, 5.1200], [-3.6492, -1.1805, 4.7775], [-6.6418, -5.3435, 1.6678], [-4.7692, -4.6760, 0.0503], [-4.0314, -5.1037, -0.3653], [-2.6200, -3.9709, 1.9868], [-2.7805, -2.6017, 0.5902], [-5.2883, -2.9586, -0.5154], [-2.3304, -4.7501, 2.4819], [-3.7118, -2.4691, 0.2985], [-4.8619, -2.8071, 2.8571], [-4.8273, -1.6537, -1.1367], [-4.3094, -2.7579, 2.0860], [-4.5339, -3.9597, 4.2769], [-2.3402, -1.8133, 0.3246], [-4.9390, 0.0736, 2.0598], [-7.3019, 0.3191, 4.2920]],
  "forces_ev_per_angstrom": [[-1.7, -1.0, 0.0], [1.1, 0.6, -0.1], [1.8, 0.2, 0.3], [0.6, -0.3, -1.1], [0.1, 0.1, 0.2], [-0.5, -0.4, -0.6], [0.2, 1.2, 0.7], [0.3, -1.3, -0.8], [-0.1, 0.2, 0.2], [-1.3, 0.6, 1.2], [-1.2, 0.3, 0.3], [2.9, -0.4, -1.5], [-1.2, -1.0, -0.2], [-1.4, -1.3, 3.9], [-0.2, -0.7, -0.1], [-0.2, -0.3, 0.3], [-0.4, 3.0, 0.7], [0.5, -2.3, -0.5], [0.5, 0.4, 0.2], [-1.1, 0.0, -0.1], [0.9, -0.3, -0.3], [0.2, -0.1, -0.1], [-1.2, -1.1, 0.1], [-0.2, -0.3, 0.0], [1.2, 0.9, 0.2], [0.6, 0.2, 0.1], [-0.4, 0.8, 0.3], [0.0, 0.3, -0.5], [0.4, -0.2, -0.8], [-1.3, 1.5, -2.1], [0.7, 1.0, 0.0], [-0.5, 0.1, -0.1], [0.7, -0.3, 0.0]]
}

***

# 2
{
  "formula": "C5H8O2",
  "method": "ωB97M-V/def2-TZVPD",
  "relative_energy_kj_mol": 582.5,
  "orbital_gap_ev": [8.1, 8.0],
  "lumo_ev": [0.822, 0.878],
  "total_energy_ev": -9403.7952,
  "species": ["H", "H", "H", "H", "H", "C", "O", "H", "H", "O", "C", "H", "C", "C", "C"],
  "xyz": [[0.3952, -2.0764, -1.5809], [-0.7392, -1.9517, -0.1925], [-0.2431, 2.2964, 0.4357], [2.0327, -0.6685, 0.1326], [-0.9347, -0.5440, 1.4190], [-0.3552, 0.3675, 1.3221], [0.6535, 0.3912, 2.2532], [-1.8113, 1.3699, 0.1330], [-0.8006, 0.0146, -2.5906], [0.8832, 0.3147, -1.3464], [-0.8233, 1.3821, 0.5668], [1.1020, 1.2441, 2.2057], [-0.0560, -1.4025, -0.8400], [1.0816, -0.5711, -0.3682], [-0.3874, -0.1324, -1.5992]],
  "forces_ev_per_angstrom": [[-0.2, 0.0, -0.1], [0.1, 0.2, -0.1], [-0.1, -0.1, 0.1], [-0.1, 0.0, -0.1], [0.0, 0.2, 0.2], [-0.5, 0.1, 0.0], [0.2, 0.3, 0.0], [0.1, -0.2, 0.0], [0.1, 0.0, 0.0], [0.2, 0.3, -0.1], [0.1, -0.1, 0.3], [0.0, 0.0, 0.0], [-0.1, -0.2, 0.1], [0.3, -0.3, 0.0], [-0.1, -0.2, -0.4]]
}

***

# 3
{
  "formula": "C5H9N3O2",
  "method": "ωB97M-V/def2-TZVPD",
  "relative_energy_kj_mol": 609.6,
  "orbital_gap_ev": 10.2,
  "lumo_ev": 0.480,
  "smiles": "CC/C=C/C#N.O/N=N\\O",
  "total_energy_ev": -13890.2630,
  "species": ["N", "C", "C", "N", "C", "N", "O", "H", "H", "H", "H", "C", "H", "H", "H", "C", "O", "H", "H"],
  "xyz": [[2.8533, 0.6966, -0.5394], [1.1883, -2.1546, 0.0207], [-0.9858, -1.1602, -0.1034], [1.6865, 0.7295, -0.2560], [-2.0487, -0.1534, -0.6434], [2.0781, -2.8618, 0.1026], [3.6536, 1.5410, 0.2577], [-2.5300, 0.1631, 1.4723], [4.4700, 1.4443, -0.0787], [-1.5363, -1.8353, 0.6830], [-1.3813, 1.3483, 0.7658], [-2.3042, 0.8068, 0.5077], [-2.8939, -0.7938, -0.8888], [-1.6591, 0.5152, -1.4302], [0.4770, -0.8614, -1.5815], [0.2746, -1.2564, -0.5125], [1.2538, 1.4629, 0.8144], [-3.1254, 1.5544, 0.2736], [0.5291, 0.8150, 1.1359]],
  "forces_ev_per_angstrom": [[1.4, 1.3, 0.2], [0.6, -0.2, -0.8], [-2.7, -0.1, 0.8], [-0.5, -0.3, -0.3], [2.0, -0.5, 0.7], [1.1, -1.1, 0.8], [-5.0, 0.3, 1.9], [0.0, 1.5, -1.7], [4.6, -0.7, -2.0], [1.9, 1.3, -1.0], [-0.4, 0.1, -0.3], [-1.2, -0.6, 2.0], [-0.3, 0.6, -0.4], [-0.3, -1.0, -0.4], [0.1, -0.4, 2.3], [-2.3, 0.4, -2.7], [-1.0, -1.3, 1.1], [0.9, -1.0, 0.5], [1.2, 1.7, -0.6]]
}